[1]
ORCA calculation (ωB97M-V/def2-TZVPD) on a structure of composition C33H43IN7O3TeY in a non-equilibrium geometry.

Geometry (Å):
C  1.56168  2.96118  5.36413
H  -2.50598  2.93800  -2.39377
C  -0.17851  1.79999  -5.15882
H  2.17550  2.43620  -0.79913
H  2.14941  -0.26568  6.27395
O  0.45858  1.89543  -2.38493
C  -0.48372  -1.69996  -3.66124
H  -0.61316  0.79320  -5.25689
C  -0.03895  1.96676  0.75729
N  -0.88833  -4.45008  1.06005
H  -2.00997  3.50112  1.02392
C  -2.44663  3.61528  2.03638
C  2.14401  1.88955  6.06537
H  -2.08250  -4.16757  -3.30005
N  -1.66145  2.70412  -1.93279
H  4.40414  2.53475  0.22280
N  -0.54480  -1.24896  -2.41983
I  2.48914  -1.04346  -3.61011
H  -0.84847  2.15582  0.05282
H  -2.38170  -2.70909  -6.41430
C  -2.59433  2.85621  4.33432
C  1.82369  0.60975  5.71471
N  1.95009  -2.13424  -0.49132
C  3.31585  -2.00668  -0.07879
C  -2.52609  -4.32343  -2.36681
H  2.36461  1.93698  1.52554
C  -1.82826  -3.86626  -1.07406
C  -3.28354  4.64131  2.35103
H  1.32361  -2.68795  0.10117
C  -1.90699  -1.41209  -1.73001
H  0.67472  -0.67638  4.44427
C  -3.39085  4.01789  4.64372
H  4.55667  0.82808  -0.20292
C  -0.66487  -3.14013  1.31643
C  -1.69633  -2.52216  -0.75310
H  -0.14051  -3.45625  -7.26267
H  3.15344  -1.88065  2.15166
C  -2.17291  2.67354  3.04147
H  -2.25307  -0.56863  -1.26470
H  -0.25565  2.37465  -6.11675
C  3.39005  -1.23990  1.22241
H  -2.41687  2.09532  5.08995
N  2.48947  -0.07687  1.24577
C  0.83993  -2.63813  -5.53434
H  1.68329  -0.22357  1.85194
H  3.79575  -1.42757  -0.85759
O  -0.60151  -0.89187  0.57360
H  1.60339  3.98096  5.66183
C  3.81902  1.59872  0.04588
H  -2.60733  -1.79719  -4.27218
H  0.26138  3.55973  3.76689
N  2.85441  1.70990  -1.01954
N  -0.84817  2.64153  -4.13110
C  -1.50964  -2.58222  -5.77241
H  3.92473  -2.89400  0.05874
C  -1.47739  -4.77327  -0.09714
H  3.30040  1.88347  -1.90196
H  1.83682  -2.60459  -1.39728
H  -2.74162  -1.61393  -2.43396
H  -0.57213  -1.98341  3.15891
H  0.38674  2.91201  1.15795
C  0.94878  0.36144  4.65611
O  -3.75232  -3.63507  -2.55412
Te  -1.02395  1.01167  2.45697
H  -3.57738  5.39650  1.57547
C  -1.61073  -2.04756  -4.50344
H  1.88967  -2.84753  -5.78703
H  3.91980  1.31232  2.13249
H  1.08299  -2.65781  2.49316
C  -0.02090  -2.79420  2.62523
C  -0.96361  -2.12428  0.37670
H  -0.03373  -3.61921  3.33766
H  0.87299  1.74150  -4.84883
C  0.70412  2.71506  4.29749
H  4.40721  -0.84252  1.33078
H  -3.75854  4.21500  5.62539
C  -3.70590  4.89435  3.65267
C  -0.69874  2.41392  -2.76511
C  3.15540  1.23110  1.34940
H  -2.68250  -5.40789  -2.21377
C  -0.27518  -2.97819  -6.30157
H  -4.27545  -3.64321  -1.76985
C  0.37966  1.38850  3.96521
H  -4.31469  5.78565  3.85625
H  2.76480  2.06687  6.87613
Y  0.76936  0.14502  -1.04276
H  -1.75980  -5.79883  -0.22225
C  0.69096  -1.93717  -4.35525
H  -1.69067  3.14926  -4.46761

Results
Strongest force on any atom: 3.483 eV/Å
HOMO: -6.666 eV
E_LUMO: 0.22 eV
Multiplicity: 1
Relative energy (zero: lowest compared OMol25 entry of this formula, charge and spin): 2.682 eV
E: -2496.363400 a.u.
Charge: 0

Results of the Löwdin charge analysis, in e, for atoms 1 through 4:
1 C -0.05
2 H 0.01
3 C -0.08
4 H 0.07


[2]
ORCA calculation (ωB97M-V/def2-TZVPD) on the molecule C33H43N4O4PS2 in a non-equilibrium geometry.

Geometry (Å):
C  -1.08034  -3.31219  -0.06945
H  6.13543  1.55263  -6.71690
H  -0.61941  3.36931  2.06651
C  -2.28787  -1.37424  1.57380
H  7.07325  -0.05659  -6.09808
H  -7.57178  -3.47686  3.11751
C  -1.05272  1.09892  2.13119
C  1.98075  -2.41683  -4.13561
H  -0.56785  -3.56929  2.91292
H  -3.93073  -2.14164  2.95869
C  3.28885  -0.82119  -2.29239
H  1.15793  -3.25997  2.05993
H  -6.72420  -1.60544  0.81873
H  1.08649  -1.71304  -3.85664
C  3.31443  0.81112  -5.61991
C  -1.08318  2.60578  2.85468
C  3.73633  2.20090  -1.18825
C  5.19270  4.01990  0.37220
H  -3.51962  5.42266  3.41321
N  5.17462  -0.36793  -4.18859
H  3.11425  0.77427  -6.78996
C  2.37484  -0.33558  -0.97789
N  1.45265  -1.37223  -0.40072
O  -3.49716  3.16728  1.96053
C  4.38665  0.17066  -3.01404
C  0.27064  -4.02624  2.21266
H  2.22980  4.73954  -2.21799
H  4.91692  7.58502  0.66813
H  2.81129  -3.12864  -2.13502
C  0.32848  -0.81911  0.42898
H  7.04645  3.14811  -2.34680
H  0.97944  -1.81678  -1.24322
H  2.42623  -2.16441  -5.21230
H  -0.47660  2.62621  3.85707
N  5.50765  5.40230  0.83402
C  3.05784  4.93723  -1.41623
H  -7.91858  -5.91550  4.21771
H  5.65533  -0.14192  -7.46978
H  -2.22705  -3.60053  -0.23373
C  2.63606  1.19141  -0.45671
C  4.00481  3.77169  -0.70888
S  1.68659  1.84762  1.02772
H  -6.07196  -1.98621  2.57859
H  -5.40351  -5.20073  3.45897
H  1.56163  -3.52929  -4.24137
H  -0.62234  -3.29291  -1.17185
H  6.69694  2.10777  -4.39267
C  -2.66432  3.09272  3.03593
P  5.99446  2.82470  -3.31995
O  -7.21614  -6.44936  3.74417
C  -6.01495  -2.31940  1.45818
C  -7.24931  -4.25477  2.30252
C  -2.33805  0.09513  2.34517
H  5.79357  3.08983  0.78468
C  -3.60646  -2.36252  1.85002
H  4.15257  -2.68498  -3.44282
C  -4.39296  2.46927  4.75173
C  -6.40334  -5.54058  2.90186
C  -3.99200  4.81876  4.30930
C  3.13529  -2.34507  -2.94063
O  -4.66908  -2.18164  0.84851
H  -3.72245  5.43372  5.29633
H  -6.02669  -6.19999  1.98297
H  0.70300  -4.98140  2.76455
C  4.67116  1.70567  -2.48376
C  4.82988  0.23835  -5.37234
C  0.24783  0.62368  1.19302
H  2.47635  0.16277  -5.11510
H  -3.29075  0.35560  3.01238
S  5.29492  4.47810  -4.06924
N  -3.28879  3.46102  4.37158
H  0.39922  -5.12193  0.19122
H  -3.98354  1.35561  4.85297
H  3.17558  1.91407  -5.25359
H  -3.16962  -3.47289  1.86303
H  -5.16347  4.72016  4.20768
H  2.90316  7.42844  -1.22230
H  -8.24134  -4.69919  1.81615
C  3.47217  6.45603  -0.84890
C  4.66989  6.49029  0.25425
H  -1.27341  -5.29589  1.05730
C  -0.99226  -1.82521  0.63622
H  -5.27235  2.45615  3.97140
H  -4.76252  2.78936  5.83796
C  6.04398  0.39366  -6.49794
O  -6.45612  -3.69878  1.19419
C  -0.40350  -4.52449  0.80253

Results
Strongest force on any atom: 8.438 eV/Å
HOMO: -7.501 eV
SMILES: CCCc1c(COCOCCO)cc(CC(=O)N(C)C)c2c1Nc1c(CC)c(N=C(C)C)c([PH2]=S)c(-c3cccnc3)c1S2
E_LUMO: -0.53 eV
Multiplicity: 1
E: -2939.788187 a.u.
Charge: 0

Results of the Löwdin charge analysis, in e, for atoms 1 through 4:
1 C -0.19
2 H 0.09
3 H 0.12
4 C -0.04


Question: Which formula does entry 1 have?
Answer: C33H43IN7O3TeY